1.
DFT (wB97M-V/def2-TZVPD) results for a structure of composition C24H28Cl2FeN6O9P2.

```
! wB97M-V def2-TZVPD RIJCOSX def2/J DEFGRID3
* xyz 0 5
Fe -0.6608 -0.4054 0.8769
Cl -4.4212 5.5214 -2.2979
C -3.8934 4.0252 -1.5998
C -2.5620 3.6722 -1.6781
C -2.0799 2.4917 -1.1263
N -0.6832 2.2923 -1.2472
C -0.1108 1.9304 -0.1649
O -0.4826 1.7827 1.0115
C 2.1320 1.1230 0.8995
C 3.5796 0.8750 0.5618
C 4.2570 -0.0870 1.2323
C 3.5862 -0.9805 2.0959
C 2.2117 -0.9752 2.0097
N 1.4594 -0.0736 1.3785
C -2.9704 1.5754 -0.5183
C -4.3102 1.9741 -0.4322
C -4.7693 3.1675 -0.9512
Cl -6.4496 3.5619 -0.7875
N -2.5679 0.3489 0.0460
C -3.4521 -0.6521 0.0188
O -4.4545 -0.8304 -0.6749
C -3.1560 -1.7327 1.0613
C -3.8726 -2.9263 1.0405
C -3.6479 -3.8546 2.0406
C -2.7258 -3.5603 3.0372
C -2.0435 -2.3607 2.9674
N -2.2535 -1.4613 2.0067
H -1.8643 4.3308 -2.1761
H 4.1083 1.4561 -0.1836
H 5.3185 -0.2034 1.0471
H 4.1022 -1.7699 2.6175
H 1.6481 -1.7916 2.4427
H -5.0275 1.3230 0.0418
H -4.6015 -3.0659 0.2549
H -4.1886 -4.7919 2.0521
H -2.5238 -4.2509 3.8429
H -1.2872 -2.1084 3.7009
C 1.2819 -4.0980 -2.6386
C 1.2261 -3.0647 -1.5203
O 2.4967 -3.0019 -0.8652
P 0.1101 -3.5545 -0.1762
O 0.6482 -4.9760 0.2981
O -1.2681 -3.9435 -0.8555
O 0.0020 -2.5920 0.9452
P 0.7757 -1.3685 -2.1212
O 0.0596 -1.5758 -3.5372
O 2.0634 -0.6343 -2.2718
O -0.2347 -0.7857 -1.1670
H 1.6698 -5.0388 -2.2486
H 1.9550 -3.7366 -3.4163
H 0.3029 -4.2694 -3.0815
H 2.8641 -2.1167 -1.0354
H 1.5387 -4.9092 0.6753
H -2.0365 -3.5545 -0.4058
H -0.9033 -1.5438 -3.4506
N 2.8498 3.9291 0.3059
C 2.2294 3.7498 -1.0543
C 2.0503 2.3010 -1.4409
N 1.3667 1.5005 -0.4069
C 2.0090 2.2489 1.9659
C 1.8920 3.6649 1.4580
H 3.2087 4.8783 0.3757
H 3.6503 3.2928 0.4128
H 2.8824 4.2406 -1.7760
H 1.2696 4.2644 -1.0212
H 2.9764 1.7994 -1.7048
H 1.3995 2.2776 -2.3137
H 1.2623 0.5727 -0.8574
H 2.8996 2.1460 2.5909
H 1.1336 2.0566 2.5813
H 2.1312 4.3913 2.2335
H 0.8951 3.8808 1.0773
*
```

- Kohn-Sham gap (spin up / spin down): 6.26 / 6.26 eV
- E_HOMO (spin up / spin down): -7.05 / -7.05 eV



2.
DFT (wB97M-V/def2-TZVPD) results for a structure of composition C24H28Cl5N2O2P2Pt in a non-equilibrium geometry.

```
! wB97M-V def2-TZVPD RIJCOSX def2/J DEFGRID3
* xyz -1 1
Pt -1.7120 0.4388 1.0173
C -2.5406 -2.5331 0.3967
P -0.7732 -1.8605 0.5972
C 0.8082 -0.8894 0.8903
N 1.7941 -1.2712 1.6069
C 2.9518 -0.5172 1.6050
C 4.0886 -0.9663 2.2941
C 5.2450 -0.2314 2.2582
C 5.2916 0.9836 1.5503
C 4.1905 1.4434 0.8774
C 2.9995 0.6907 0.8811
N 1.9243 1.0931 0.1328
C 0.8942 0.3198 0.0678
P -0.3877 0.5648 -1.2307
C -2.0930 0.6313 -2.0573
C 0.6313 0.8119 -2.8655
C 2.1529 0.9962 -2.6903
C 0.4944 -0.4724 -3.7039
C 0.1867 2.0332 -3.6682
C 0.1660 -3.5197 0.1809
C 1.2986 -3.2199 -0.8370
C -0.6153 -4.6829 -0.4344
C 0.7906 -4.0783 1.4756
H -2.6060 -3.6040 0.1601
H -2.9961 -2.0397 -0.4620
H -3.1370 -2.4116 1.2900
H 4.0444 -1.9018 2.8388
H 6.1279 -0.5858 2.7763
H 6.2109 1.5570 1.5309
H 4.2257 2.3710 0.3190
H -2.0069 0.5714 -3.1484
H -2.6793 1.5017 -1.7797
H -2.6408 -0.2876 -1.8397
H 2.6065 0.1666 -2.1485
H 2.3917 1.9335 -2.1973
H 2.6068 1.0141 -3.6867
H 0.8184 -1.3348 -3.1267
H 1.1096 -0.3970 -4.6075
H -0.5310 -0.6602 -4.0329
H 0.2570 2.9383 -3.0647
H -0.8317 1.9892 -4.0638
H 0.8124 2.1233 -4.5640
H 0.8791 -2.8340 -1.7658
H 1.8438 -4.1413 -1.0594
H 2.0245 -2.5023 -0.4607
H -1.1310 -4.3915 -1.3486
H -1.3223 -5.1177 0.2675
H 0.0925 -5.4829 -0.6732
H 1.3845 -3.3403 2.0080
H 1.4536 -4.9123 1.2212
H 0.0130 -4.4291 2.1576
Cl -4.5855 7.1059 2.3074
C -4.1155 5.4440 2.3621
C -3.3023 4.9153 1.3599
Cl -2.7531 5.8927 0.0516
C -2.9398 3.5938 1.4237
Cl -1.9397 2.8177 0.2250
C -3.3463 2.7063 2.4587
O -2.9727 1.4890 2.4666
C -4.1691 3.2794 3.4522
Cl -4.6925 2.2581 4.7327
C -4.5398 4.6146 3.3988
Cl -5.5440 5.2669 4.6361
O -1.9064 -0.9404 2.2406
*
```

- Kohn-Sham gap: 5.72 eV
- E_HOMO: -3.99 eV